{"formula": "C6H16AuGeI2Se", "method": "ωB97M-V/def2-TZVPD", "elements": ["Au", "I", "C", "I", "H", "H", "C", "Ge", "C", "C", "C", "Se", "C", "H", "H", "H", "H", "H", "H", "H", "H", "H", "H", "H", "H", "H", "H"], "positions_angstrom": [[2.508, -1.893, 1.003], [1.112, -5.302, 0.831], [3.106, -5.245, 0.060], [4.419, -3.836, 1.082], [3.065, -4.960, -0.989], [3.552, -6.227, 0.183], [-1.904, 2.021, 2.051], [-1.177, 2.052, 0.208], [-0.622, 3.855, -0.381], [-2.380, 1.184, -1.114], [0.586, 1.014, 0.335], [0.340, -0.894, 0.561], [0.198, -1.444, -1.301], [-2.894, 2.469, 2.083], [-1.260, 2.592, 2.714], [-1.981, 1.005, 2.433], [-1.500, 4.489, -0.419], [-0.173, 3.837, -1.370], [0.086, 4.295, 0.315], [-3.340, 1.693, -1.094], [-2.567, 0.137, -0.893], [-1.998, 1.270, -2.127], [1.108, 1.341, 1.235], [1.233, 1.179, -0.525], [-0.572, -0.839, -1.769], [-0.096, -2.493, -1.306], [1.151, -1.300, -1.806]], "forces_ev_per_a": [[0.2, -0.5, 0.0], [0.5, 0.0, -0.1], [-0.2, 0.1, 0.1], [-0.7, 0.1, -0.3], [0.1, 0.1, 0.2], [0.0, 0.1, 0.1], [0.2, 0.0, -0.5], [0.3, -0.1, 0.0], [-0.3, -0.5, 0.2], [0.3, 0.3, 0.4], [-0.5, 0.4, -0.1], [0.0, -0.1, 0.1], [0.1, 0.1, -0.1], [-0.1, 0.0, 0.0], [0.1, 0.0, 0.0], [0.0, -0.1, 0.0], [-0.1, 0.2, 0.0], [0.0, -0.1, -0.1], [0.1, 0.0, 0.1], [-0.1, 0.1, 0.1], [0.0, -0.1, 0.1], [0.2, 0.0, -0.1], [0.0, 0.0, -0.1], [0.0, 0.0, 0.0], [-0.1, 0.0, 0.0], [0.1, 0.1, 0.0], [-0.1, 0.0, 0.0]], "e_lumo_ha": -0.1452, "charge": 1, "mol_weight_g_mol": 690.54}